Here is a cluster of 2 separate species, C6H14NO in total at a distorted geometry from the Open Molecules 2025 dataset. Energies are from ωB97M-V/def2-TZVPD.

Geometry as XYZ:
```
22
Properties=species:S:1:pos:R:3:forces:R:3:lowdin_charge:R:1
O 2.837118 0.817493 0.353188 -0.9466 -1.6270 -0.9756 -0.395
N -2.010478 -1.531851 -0.469529 -0.3349 0.1309 2.8231 0.096
C 2.034869 -1.118006 -1.138415 0.7648 2.4738 0.9284 -0.129
C -1.487494 -0.399671 -0.870118 -0.3007 -3.0991 -4.4570 -0.520
C -1.298297 0.448609 1.749268 -0.3813 -0.2386 2.2761 -0.165
C -1.581561 1.035478 -0.765134 1.3404 0.9279 2.0696 -0.175
C 2.426133 -0.499914 0.255325 -1.1380 1.5913 0.9018 -0.559
C -0.810110 1.234072 0.586628 -1.0339 3.9711 0.0511 -0.292
H -0.899570 2.344779 0.892497 0.3826 -1.4522 -0.6720 0.122
H -1.238510 1.138408 2.672081 -0.3762 -1.3254 -1.1681 0.093
H 1.355741 -0.660693 0.776959 1.1874 -0.0928 0.0655 0.063
H -1.214439 -0.608018 -1.893395 1.5691 0.1421 -1.2797 0.086
H -2.661535 1.287537 -0.873768 0.8798 0.5820 0.3474 0.128
H -0.856340 1.403531 -1.544449 -1.4548 0.1515 0.4840 0.128
H -0.669804 -1.012471 -0.181763 -0.6338 -0.6302 -0.2638 0.176
H 0.243375 1.042290 0.464255 0.5749 0.1367 -0.5429 0.066
H 3.132436 -1.116761 0.813674 0.1154 -0.8226 0.0106 0.058
H 1.137265 -0.593062 -1.361014 -1.2607 0.1135 -0.3077 0.000
H 2.653337 -0.671572 -1.903366 0.9771 -0.7567 -0.4410 0.050
H -0.639451 -0.421394 1.962205 -0.4450 0.4696 -0.0761 0.063
H 1.859253 -2.165986 -1.095492 0.1613 -0.9640 -0.2891 0.046
H -2.311928 0.047211 1.570355 0.3528 0.3181 0.5151 0.061
```
Positions in Å, forces in eV/Å.

Summary:
- Frontier orbital gap: 6.023 eV
- Charge: -1
- Largest force on an atom: 0.1057 hartree/bohr
- Relative energy (zero: lowest compared OMol25 entry of this formula, charge and spin): 148.70 kcal per mole
- LUMO energy: 3.39 eV
- Electronic energy: -366.76468 Eh